C6H13N | wB97M-V/def2-TZVPD

Geometry as XYZ:
```
20
Properties=species:S:1:pos:R:3:forces:R:3:lowdin_spin:R:1
C -1.4764 1.8658 -1.0383 -0.7 -2.9 -4.8 0.023
C -0.5992 0.5505 -0.9660 -0.9 1.7 0.8 0.033
C -0.2208 0.2231 0.4558 -1.2 -2.3 2.5 0.097
C 1.0339 -0.6034 0.9422 -3.0 4.7 2.2 0.168
C 1.4895 -1.5045 0.1459 6.1 -3.5 2.6 0.259
C 1.4064 -0.2395 2.3752 2.4 -0.9 -0.6 0.018
N -1.3308 -0.4680 -1.7896 0.8 1.2 3.7 0.242
H -1.2529 2.2060 -2.1875 -1.5 -1.2 2.1 0.001
H -2.5342 1.4968 -0.8709 1.1 1.4 -0.2 0.000
H -1.1175 2.7659 -0.7024 0.8 1.7 2.4 0.003
H 0.3213 0.8971 -1.4412 0.2 -0.6 -0.4 0.023
H -0.4793 0.9827 1.2150 0.7 0.6 -0.8 0.009
H -1.0862 -0.4764 0.9761 1.6 0.5 -1.2 0.074
H 1.0545 -1.7788 -0.6805 -2.6 -1.4 -4.5 0.016
H 2.4269 -2.1439 0.4121 -1.6 1.5 -0.5 0.011
H 0.5296 -0.5320 2.8659 -1.4 0.2 1.5 0.005
H 1.6968 0.8229 2.5100 -0.7 -0.6 -0.2 0.003
H 2.2261 -0.8491 2.8940 -1.0 0.6 -1.3 0.002
H -1.4361 -1.3706 -1.3483 -0.2 -0.2 -0.1 0.007
H -0.8350 -0.4959 -2.6049 0.9 -0.7 -3.1 0.005
```
Forces are in eV/Å.

## Properties
- energy relative to the best compared isomer or geometry (same formula, charge and spin) (kJ/mol) = 435.75
- 2S+1 = 2
- electronic energy (Eh) = -290.71274
- net charge = +1
- expectation value of S² = 0.7572
- LUMO energy (alpha / beta) (eV) = -3.2 / -9.1
- E_HOMO (alpha / beta) (eV) = -14.95 / -13.40